(1)
Computed, not measured: a 2-piece molecular cluster, C21H13F6NO3 overall, with ωB97M-V/def2-TZVPD.

Values from the calculation:
E_LUMO = -4.065 eV
Energy relative to the best compared isomer or geometry (same formula, charge and spin) = 0.173 eV
Gap between HOMO and LUMO = 2.666 eV
HOMO energy = -6.731 eV

Structure (ORCA input):
```
! wB97M-V def2-TZVPD RIJCOSX def2/J DEFGRID3
* xyz 0 1
F -6.17 -0.55 -0.67
F -5.54 1.38 0.19
F -5.25 0.98 -1.95
F 3.02 -4.10 5.32
F 4.64 -2.84 4.52
F 3.16 -1.98 5.89
O 0.38 3.43 -5.98
O 1.74 1.49 -0.22
O 1.21 5.29 -5.14
N 0.88 4.09 -5.04
C 3.31 -2.84 4.85
C 2.01 -2.61 1.35
C 0.98 1.41 -2.48
C -1.31 -1.19 0.18
C -5.19 0.41 -0.71
C -2.25 -0.91 1.21
C 1.09 3.43 -3.80
C 0.44 -1.48 2.84
C -3.00 -0.49 -1.46
C 2.44 -2.49 3.68
C 0.76 2.06 -3.67
C 1.65 4.15 -2.70
C 1.87 3.51 -1.51
C 2.84 -2.90 2.41
C 1.55 2.08 -1.30
C 0.77 -1.92 1.52
C -3.50 -0.38 0.92
C 1.27 -1.79 3.91
C -3.84 -0.17 -0.41
C 0.00 -1.69 0.35
C -1.75 -1.00 -1.17
H 1.89 5.20 -2.84
H -2.02 -1.13 2.25
H 3.78 -3.42 2.28
H 0.33 1.54 -4.53
H -1.08 -1.26 -1.99
H -0.43 -0.87 3.02
H 0.74 0.35 -2.37
H 1.01 -1.47 4.92
H -4.21 -0.15 1.71
H 0.50 -1.97 -0.58
H -3.32 -0.33 -2.49
H 2.30 4.05 -0.66
H 2.31 -2.91 0.35
*
```

***

(2)
Computed, not measured: a 2-piece molecular cluster, C4H12OS overall, with ωB97M-V/def2-TZVPD.

Values from the calculation:
E_LUMO = 0.769 eV
Energy relative to the best compared isomer or geometry (same formula, charge and spin) = 2.696 eV
Gap between HOMO and LUMO = 9.362 eV
HOMO energy = -8.593 eV
SMILES = CCO.CSC

Structure (ORCA input):
```
! wB97M-V def2-TZVPD RIJCOSX def2/J DEFGRID3
* xyz 0 1
S 3.00 -1.75 -0.14
O -5.02 2.17 0.05
C -3.84 2.09 -0.73
C -2.94 3.30 -0.47
C 2.86 -3.53 -0.44
C 4.28 -1.69 0.99
H 4.46 -0.92 1.68
H -4.87 2.08 0.98
H -4.31 2.14 -1.76
H -3.16 1.19 -0.46
H 4.08 -2.45 1.82
H 2.14 -3.47 -1.35
H 2.55 -3.98 0.46
H -3.56 4.23 -0.48
H 5.40 -1.92 0.86
H 3.68 -4.13 -0.96
H -2.78 3.27 0.76
H -1.98 3.35 -0.82
*
```

***

(3)
Computed, not measured: a 10-piece molecular cluster, C3H26N2O10 overall, with ωB97M-V/def2-TZVPD.

Values from the calculation:
E_LUMO (alpha / beta) = -3.254 / -8.872 eV
Expectation value of S² = 0.766
Energy relative to the best compared isomer or geometry (same formula, charge and spin) = 1.603 eV
Gap between HOMO and LUMO (alpha / beta) = 10.229 / 4.611 eV
HOMO energy (alpha / beta) = -13.483 / -13.483 eV

Structure (ORCA input):
```
! wB97M-V def2-TZVPD RIJCOSX def2/J DEFGRID3
* xyz 1 2
O -3.61 0.12 2.00
O -4.30 2.17 -0.27
O -2.24 -1.02 -2.29
O 3.81 1.55 -0.04
O 0.44 -0.98 -0.32
O 3.08 -2.29 -0.03
O -2.11 1.87 -2.19
O 2.02 -1.19 -2.72
O 1.63 -3.95 1.58
O -0.15 -0.18 -3.65
N -1.32 -0.36 0.96
N 0.88 0.40 1.33
C 1.78 2.21 2.67
C 0.49 1.44 2.26
C -0.02 -0.35 0.62
H -1.29 1.36 -2.04
H -3.55 2.05 -0.89
H 2.21 1.87 3.67
H 2.64 2.20 1.96
H 2.58 -1.79 0.61
H 2.46 -2.94 -0.35
H 2.26 -1.97 -3.23
H 3.39 0.71 -0.35
H 0.39 -0.38 -2.88
H 1.87 0.24 1.38
H 1.46 3.26 2.83
H 1.39 -4.65 0.95
H 3.77 2.09 -0.83
H -2.35 -0.52 -3.08
H 0.44 0.23 -4.29
H -2.10 -1.97 -2.25
H -4.37 1.48 0.36
H -1.75 0.43 1.46
H -1.99 -0.82 0.34
H 0.06 1.01 3.19
H 2.28 -1.65 -1.88
H -0.26 2.17 1.94
H -4.14 0.84 2.35
H -4.11 -0.66 2.26
H 1.05 -3.22 1.34
H -2.72 1.19 -2.50
*
```

***

(4)
Computed, not measured: one molecule with the formula C23H23N3O4, with ωB97M-V/def2-TZVPD.

Values from the calculation:
E_LUMO = 0.621 eV
Energy relative to the best compared isomer or geometry (same formula, charge and spin) = 3.023 eV
Gap between HOMO and LUMO = 8.052 eV
HOMO energy = -7.431 eV
SMILES = COc1cccc(C(=O)Nc2ccc(N3CCN(C(=O)c4ccco4)CC3)cc2)c1

Structure (ORCA input):
```
! wB97M-V def2-TZVPD RIJCOSX def2/J DEFGRID3
* xyz 0 1
O -6.62 2.19 5.38
O 5.99 -0.69 -5.28
O 5.19 -2.86 -3.58
O -2.59 2.21 2.21
N 2.87 -0.41 -0.35
N 3.50 -1.52 -2.90
N -2.22 -0.03 1.99
C -0.95 -0.09 1.40
C -5.03 -0.40 2.56
C 4.64 0.14 -6.84
C 2.86 -0.23 -2.81
C 3.20 -2.39 -1.78
C -4.29 0.72 2.93
C 3.22 0.44 -1.47
C -6.26 -0.62 3.14
C 1.01 0.92 0.45
C 4.72 -0.97 -4.91
C -5.94 3.37 5.76
C 5.94 -0.02 -6.43
C -6.76 0.25 4.09
C -6.04 1.39 4.45
C -0.23 1.05 1.03
C 3.85 -0.48 -5.85
C -2.96 1.06 2.34
C 4.52 -1.85 -3.73
C -4.80 1.62 3.86
C -0.39 -1.33 1.17
C 1.59 -0.33 0.19
C 3.55 -1.68 -0.47
C 0.85 -1.46 0.57
H 3.31 -2.31 0.39
H 1.77 -0.37 -2.86
H -6.84 -1.48 2.85
H 4.62 -1.48 -0.46
H 4.30 0.62 -1.43
H 3.78 -3.30 -1.90
H 1.56 1.82 0.21
H 4.30 0.63 -7.73
H -5.78 4.03 4.91
H -4.20 2.48 4.10
H -2.62 -0.93 2.20
H 1.24 -2.45 0.41
H -0.64 2.02 1.22
H -0.93 -2.23 1.45
H -4.98 3.15 6.23
H 3.18 0.41 -3.63
H 2.13 -2.63 -1.81
H 2.78 -0.58 -5.85
H -6.59 3.86 6.48
H -4.67 -1.07 1.80
H -7.72 0.09 4.55
H 2.71 1.40 -1.40
H 6.86 0.30 -6.86
*
```

***

(5)
Computed, not measured: C3H4AlO4 as an isolated structure, with ωB97M-V/def2-TZVPD.

Values from the calculation:
E_LUMO (alpha / beta) = -13.278 / -14.399 eV
Expectation value of S² = 0.856
Energy relative to the best compared isomer or geometry (same formula, charge and spin) = 2.984 eV
Gap between HOMO and LUMO (alpha / beta) = 7.177 / 6.082 eV
HOMO energy (alpha / beta) = -20.455 / -20.481 eV

Structure (ORCA input):
```
! wB97M-V def2-TZVPD RIJCOSX def2/J DEFGRID3
* xyz 2 2
Al 1.72 0.47 -1.01
O -0.79 0.53 -2.26
O -1.77 0.59 -0.29
O 2.21 0.13 0.57
O -0.85 -1.21 -0.96
C -1.41 -0.09 -1.40
C 0.12 -0.58 0.38
C -0.80 0.53 0.77
H 0.55 -1.50 0.78
H -0.31 1.51 0.83
H 2.68 -0.65 0.88
H -1.34 0.27 1.69
*
```

***

(6)
Computed, not measured: C16H45AgN4O5 as an isolated structure, with ωB97M-V/def2-TZVPD.

Values from the calculation:
E_LUMO (alpha / beta) = -3.297 / -6.795 eV
Expectation value of S² = 0.761
Energy relative to the best compared isomer or geometry (same formula, charge and spin) = 0.000 eV
Gap between HOMO and LUMO (alpha / beta) = 8.364 / 4.812 eV
HOMO energy (alpha / beta) = -11.661 / -11.607 eV

Structure (ORCA input):
```
! wB97M-V def2-TZVPD RIJCOSX def2/J DEFGRID3
* xyz 1 2
Ag -2.41 -21.35 18.30
O -1.22 -23.63 12.08
O -5.82 -17.38 14.54
O -3.40 -21.30 16.40
O -2.41 -25.82 15.75
O -1.48 -21.98 20.31
N -1.31 -21.81 14.35
N -1.27 -23.32 17.76
N -4.27 -18.83 16.69
N -5.31 -23.74 16.48
C -6.59 -18.25 17.28
C -2.46 -24.07 11.57
C -0.99 -22.22 11.94
C -5.22 -26.07 16.92
C -0.64 -25.40 18.97
C -1.76 -21.45 12.99
C -1.26 -24.01 19.07
C -4.35 -24.84 16.66
C -1.14 -21.20 21.46
C -1.57 -19.94 12.82
C -3.53 -25.04 15.40
C -6.07 -17.16 13.17
C -1.43 -25.97 14.74
C -5.69 -19.04 16.33
C -0.67 -23.16 20.19
C -5.99 -18.73 14.87
H -7.04 -19.03 14.70
H -1.82 -23.91 17.13
H -0.67 -23.66 21.16
H -5.85 -16.12 12.97
H -2.11 -19.35 13.56
H -2.01 -21.44 14.99
H 0.08 -22.12 12.12
H -3.67 -19.48 16.15
H -0.52 -19.64 12.83
H -6.03 -23.68 17.18
H -1.92 -19.64 11.82
H -4.55 -26.90 17.19
H -2.61 -25.08 11.92
H -5.82 -26.39 16.07
H 0.43 -25.34 18.74
H -3.70 -24.64 17.52
H -5.42 -17.77 12.52
H -1.15 -26.02 18.23
H -0.68 -25.93 19.92
H -1.35 -21.88 10.96
H -6.48 -17.20 16.99
H -0.31 -23.37 17.41
H -6.43 -18.33 18.35
H -3.28 -23.42 11.88
H -4.10 -25.57 14.62
H -2.47 -24.08 10.47
H -1.81 -26.50 13.87
H -6.01 -20.09 16.39
H -3.24 -24.05 15.00
H -1.79 -20.33 21.47
H -5.42 -19.39 14.19
H -7.10 -17.44 12.91
H -0.10 -20.87 21.42
H -2.31 -24.17 19.36
H 0.35 -22.87 19.91
H -4.80 -22.87 16.51
H -4.22 -19.19 17.65
H -1.03 -24.99 14.46
H -5.86 -25.94 17.80
H -2.84 -21.59 12.85
H -4.04 -21.54 15.71
H -0.61 -26.52 15.20
H -1.27 -21.82 22.35
H -1.38 -22.83 14.37
H -7.61 -18.56 17.06
*
```

***

(7)
Computed, not measured: one molecule with the formula C3H6OS3, with ωB97M-V/def2-TZVPD.

Values from the calculation:
E_LUMO = -1.219 eV
Energy relative to the best compared isomer or geometry (same formula, charge and spin) = 1.737 eV
Gap between HOMO and LUMO = 7.682 eV
HOMO energy = -8.901 eV

Structure (ORCA input):
```
! wB97M-V def2-TZVPD RIJCOSX def2/J DEFGRID3
* xyz 0 1
S -2.32 -2.70 0.79
S -1.98 0.51 0.23
S -2.00 -1.53 -1.93
O -3.13 0.90 0.97
C 0.79 0.60 0.62
C -2.10 -1.29 -0.24
C -0.49 0.07 1.36
H -2.23 -2.99 -2.04
H -0.65 0.68 2.23
H 1.69 0.20 1.04
H -0.46 -1.05 1.43
H 0.78 0.59 -0.53
H 0.93 1.56 0.96
*
```

***

(8)
Computed, not measured: a 2-piece molecular cluster, C10H16O overall, with ωB97M-V/def2-TZVPD.

Values from the calculation:
E_LUMO = 0.837 eV
Energy relative to the best compared isomer or geometry (same formula, charge and spin) = 2.368 eV
Gap between HOMO and LUMO = 9.387 eV
HOMO energy = -8.550 eV
SMILES = CCc1ccc(O)cc1.CC

Structure (ORCA input):
```
! wB97M-V def2-TZVPD RIJCOSX def2/J DEFGRID3
* xyz 0 1
O 0.77 -1.29 -2.81
C -0.44 0.83 0.00
C -0.08 -0.30 -0.70
C -2.35 2.89 0.50
C -0.31 2.11 -0.57
C 0.88 1.02 -2.41
C 0.44 2.18 -1.73
C 0.57 -0.26 -1.91
C 0.81 -3.83 2.58
C -0.85 3.27 0.24
C 1.16 -3.22 1.22
H -2.98 3.24 -0.41
H 1.74 -3.98 3.12
H -2.66 1.81 0.62
H 1.62 -2.30 1.22
H 1.48 1.07 -3.33
H 0.02 -3.39 3.07
H 1.88 -3.81 0.62
H -0.41 -1.23 -0.30
H -2.68 3.42 1.34
H -0.86 4.22 -0.38
H 0.80 3.11 -2.15
H -0.66 0.71 1.08
H -0.33 3.34 1.18
H 0.23 -3.30 0.57
H 0.51 -4.97 2.36
H 1.70 -1.33 -3.04
*
```

***

- Among the records above, which one has the lowest energy relative to the best compared isomer or geometry (same formula, charge and spin)?
  C16H45AgN4O5